Record 1
DFT (wB97M-V/def2-TZVPD) results for 10 unconnected molecules or ions with the total composition C48H120B3ClF12N6O6 in a non-equilibrium geometry.

Total charge: +2
HOMO-LUMO gap in eV: 8.79
E_HOMO in eV: -12.0
Multiplicity: 1

Atoms and positions in Å:
H1 -0.12009 -0.67389 6.58199
H2 3.45530 -1.23573 2.33626
H3 -1.66512 -2.18246 5.32542
H4 -1.60878 -1.68713 -6.51799
H5 1.02955 -6.61060 -0.06261
C1 -0.64251 -4.16370 1.65911
H6 3.21982 -1.70618 -7.02089
C2 -1.26044 -5.67896 -0.33796
H7 -1.23309 -1.72773 3.70506
H8 -2.27358 -0.76186 -3.69004
H9 0.03565 -3.08685 -0.75000
F1 -2.84696 -1.59419 1.39044
H10 1.96080 2.81499 -0.49560
H11 -2.91227 -4.23934 -0.02649
C3 -4.57405 3.44587 4.46350
H12 1.72572 -5.55842 1.16036
H13 1.84193 -1.86567 -9.05966
H14 -5.29834 -1.45433 -2.54817
H15 1.88834 0.52814 -3.50468
H16 -5.47395 -0.31012 -0.51544
F2 1.03891 -0.41534 -0.66775
C4 2.22196 -3.01608 4.88087
O1 0.76693 -6.53884 3.14420
H17 3.93458 0.33942 -6.07698
H18 -1.63516 -1.84535 -2.32361
C5 -4.77074 2.70348 -3.18065
H19 1.86925 1.44842 -8.28374
H20 -5.34442 3.08987 -2.35916
C6 1.04338 0.94470 -8.75604
H21 -5.40362 2.98973 4.93646
C7 -0.02839 5.47600 1.80576
C8 -1.35508 1.13026 2.95216
H22 -4.81113 3.47070 3.39958
C9 -2.36445 -4.68499 -0.85002
H23 0.56379 -4.60769 -1.53100
H24 4.68886 0.86512 0.49876
F3 -1.66807 2.82992 -4.26461
C10 5.19661 1.54909 2.97627
H25 1.55901 -0.26405 6.25203
C11 0.57525 -4.06485 -0.59907
H26 -0.69957 -7.18798 1.92421
F4 1.64345 1.21066 0.86006
C12 -0.72969 -2.30186 -6.19135
H27 -1.68842 -6.49067 0.21978
C13 3.85319 -1.32711 5.06403
H28 3.07905 -0.25953 -7.87316
H29 2.90150 3.86024 -1.60821
F5 -0.13574 1.23167 -3.50506
H30 -5.07698 -0.31771 -4.02422
C14 0.42881 0.08520 -7.69420
H31 -2.91827 -2.05082 4.08458
H32 0.92614 0.92904 4.08407
H33 0.29704 -0.64185 4.24116
C15 3.74937 3.48704 0.45019
N1 -0.11012 -4.92556 0.41344
H34 -3.11544 0.21225 4.31152
C16 6.13815 -0.69378 3.15457
H35 -4.70328 0.95500 1.27076
B1 -0.84093 1.79638 -4.60116
N2 1.62519 4.83394 -0.09887
H36 -0.07080 5.77639 -0.91081
C17 2.46465 6.05387 0.00111
H37 -3.26149 5.99155 1.81245
C18 0.82143 -6.04268 0.82953
H38 3.01471 0.44353 2.32211
H39 -0.49027 1.62114 2.57102
H40 -2.26538 1.68474 2.66412
C19 -1.99663 -1.59594 4.46569
N3 4.87535 0.10609 3.21010
H41 0.51377 -0.86589 -5.31427
H42 1.48155 -8.30095 4.04261
H43 0.07452 -2.17813 -8.64797
H44 -0.00221 5.20102 2.91107
H45 5.78920 1.62430 2.08854
C20 6.26411 -2.20427 3.10484
C21 0.22490 0.30234 4.66936
H46 4.24835 4.40407 0.74560
H47 4.92302 0.39449 5.38160
F6 0.43871 -0.67368 1.51204
H48 3.06537 -0.34611 -2.59111
H49 -2.03437 7.22002 2.24350
H50 1.28690 -3.29989 4.44277
H51 -0.69539 -3.29681 -6.70052
C22 -6.53727 3.22271 -4.64826
H52 2.90133 -3.91183 4.68812
H53 -1.16608 -2.43887 -5.16913
H54 -6.00668 1.35893 -1.08846
H55 -1.45576 1.87132 6.41915
C23 0.52458 0.07471 6.10938
H56 4.60325 -2.09985 5.20066
N4 -4.36072 0.40059 -2.06921
H57 1.66858 4.26170 1.90683
H58 6.25005 -2.61780 4.13198
H59 -1.13076 3.42962 -0.84443
C24 -4.30967 1.28516 0.34373
H60 2.97013 6.06096 -0.92519
C25 0.38061 -7.01681 1.92845
C26 -5.17109 0.73662 -0.81246
B2 -3.97170 -2.37784 1.71040
H61 2.64899 -4.54670 -0.26526
C27 0.60020 4.94212 -1.22590
O2 -3.48007 2.62493 4.71787
C28 0.78893 -7.50933 4.16155
H62 0.44309 6.47124 1.67879
C29 -2.25238 6.13354 2.20770
C30 1.99581 -3.66804 -0.16125
N5 -1.10976 0.94363 4.47261
H63 5.40483 -2.71196 2.60696
F7 -1.54325 0.71282 -5.22174
H64 -7.36135 3.40801 -3.90579
H65 -4.14608 2.37570 0.41040
H66 2.04376 -2.94628 5.94351
H67 3.35342 0.66115 4.57792
H68 0.47607 0.98967 6.68073
H69 -2.35168 0.24243 -1.33950
H70 3.14876 5.89683 0.81592
C31 1.09485 -2.07109 -8.28660
C32 0.88792 4.42032 1.18525
C33 -2.22411 -0.13102 4.85826
H71 1.37166 0.31877 -9.59686
C34 0.64686 -1.65498 -6.01864
H72 0.82277 -8.01244 1.75522
C35 2.57971 3.72721 -0.52398
H73 4.23476 2.03421 2.93355
O3 -5.68101 2.17586 -4.17615
C36 -3.81989 1.61318 -2.85439
F8 -4.80725 -2.44987 0.55352
H74 -0.24375 2.72108 5.32112
H75 -3.45420 -1.08582 -0.87634
H76 -2.12184 4.02248 5.45319
N6 1.18695 -1.10350 -7.20914
C37 -2.19232 3.19480 4.77674
C38 2.64892 -0.79341 -7.05360
H77 -0.83841 -6.07373 -1.27458
H78 -1.80596 3.49436 3.79492
C39 -5.31323 -0.40524 -2.92569
H79 -2.08295 -3.85805 -1.51243
C40 -2.55130 -1.34178 -2.83313
C41 4.37359 -0.13506 0.71206
H80 2.04621 -3.29599 0.86393
H81 -2.14975 5.69063 3.19690
H82 4.45749 2.90423 -0.14318
F9 0.26736 2.27233 -5.44845
H83 0.96362 -6.93346 5.05693
H84 1.22966 5.18395 -2.10141
H85 2.26093 0.86234 -5.79583
C42 3.81135 -0.22407 2.12379
H86 3.54784 -1.19983 6.12615
H87 -0.26452 -7.90273 4.26892
Cl1 2.30740 3.06198 3.93447
C43 2.88072 0.14402 -3.52472
H88 -6.21479 0.13039 -3.01743
C44 -0.28304 3.66355 -1.53239
H89 -3.24778 -2.09330 -3.16408
H90 2.30513 -2.96081 -0.88519
H91 5.80828 1.83515 3.85727
H92 -4.28675 4.40002 4.91346
F10 -0.56043 1.04077 0.08297
H93 -1.52796 0.12712 2.60347
C45 2.91693 -0.01084 -5.84814
H94 -1.19571 -3.29192 1.37719
H95 0.38142 2.78587 -1.82850
H96 -7.02869 2.80228 -5.53781
O4 2.66168 -1.77707 4.43403
B3 0.62484 0.28407 0.44353
H97 3.48901 -0.24773 0.11478
C46 -3.09805 -0.46619 -1.76667
H98 -0.54336 -0.31436 -7.97526
O5 2.92822 -0.72988 -4.68082
H99 1.29265 -2.45119 -5.57216
F11 -4.58258 -1.75256 2.72864
H100 -2.34435 -0.05192 5.97015
H101 1.52688 -2.99125 -7.88179
H102 3.30630 3.02179 1.34746
H103 0.44897 3.42934 0.99501
O6 -1.36397 5.48237 1.34888
H104 0.25017 -3.86494 2.18750
C47 4.23769 0.04276 4.59154
H105 -3.26709 1.27748 -3.73362
H106 7.17305 -2.43056 2.57185
H107 0.27128 0.68274 -6.79028
H108 1.83538 6.85364 0.11994
C48 -1.20538 2.17594 5.36143
H109 -3.30862 0.80911 0.23482
H110 -3.05716 -5.25255 -1.41692
H111 6.57126 -0.23921 2.26931
H112 6.73579 -0.27658 3.95744
H113 -4.21947 3.55572 -3.58205
F12 -3.55596 -3.68295 2.03374
H114 -0.86549 3.94668 -2.44625
H115 5.07496 -0.91432 0.41427
H116 -6.05006 4.19560 -4.87401
H117 -1.28577 -4.88145 2.20793
H118 -3.10116 2.03934 -2.12831
H119 3.56839 0.97161 -3.68836
H120 0.24836 1.62443 -8.99398

Here are the Mulliken charges for atoms 1 to 99, given in e: atom 1 (H): 0.328, atom 2 (H): -0.153, atom 3 (H): 0.463, atom 4 (H): 0.255, atom 5 (H): 0.453, atom 6 (C): -0.828, atom 7 (H): 0.486, atom 8 (C): -0.458, atom 9 (H): -0.437, atom 10 (H): 0.199, atom 11 (H): -0.480, atom 12 (F): 0.395, atom 13 (H): -0.750, atom 14 (H): 0.263, atom 15 (C): -0.714, atom 16 (H): 0.451, atom 17 (H): 0.463, atom 18 (H): 0.328, atom 19 (H): -0.341, atom 20 (H): 0.457, atom 21 (F): -0.692, atom 22 (C): -0.988, atom 23 (O): -0.159, atom 24 (H): 0.466, atom 25 (H): -0.060, atom 26 (C): -1.319, atom 27 (H): 0.355, atom 28 (H): 0.488, atom 29 (C): -1.594, atom 30 (H): 0.280, atom 31 (C): -0.848, atom 32 (C): -0.894, atom 33 (H): 0.153, atom 34 (C): -1.175, atom 35 (H): 0.602, atom 36 (H): 0.173, atom 37 (F): -0.245, atom 38 (C): -0.981, atom 39 (H): 0.102, atom 40 (C): 0.555, atom 41 (H): 0.388, atom 42 (F): 0.560, atom 43 (C): -1.384, atom 44 (H): 0.400, atom 45 (C): -1.493, atom 46 (H): 0.587, atom 47 (H): 0.593, atom 48 (F): -0.444, atom 49 (H): 0.292, atom 50 (C): -0.078, atom 51 (H): 0.271, atom 52 (H): -1.010, atom 53 (H): -0.286, atom 54 (C): -1.144, atom 55 (N): 0.675, atom 56 (H): 0.362, atom 57 (C): -0.584, atom 58 (H): 0.605, atom 59 (B): 0.559, atom 60 (N): 0.484, atom 61 (H): 0.352, atom 62 (C): -1.336, atom 63 (H): 0.256, atom 64 (C): -0.626, atom 65 (H): -0.106, atom 66 (H): 0.025, atom 67 (H): 0.199, atom 68 (C): -0.542, atom 69 (N): 0.112, atom 70 (H): -0.481, atom 71 (H): 0.353, atom 72 (H): 0.318, atom 73 (H): 0.448, atom 74 (H): 0.487, atom 75 (C): -1.310, atom 76 (C): 1.009, atom 77 (H): 0.474, atom 78 (H): 0.588, atom 79 (F): -0.029, atom 80 (H): 0.125, atom 81 (H): 0.288, atom 82 (H): 0.085, atom 83 (H): 0.464, atom 84 (C): -0.791, atom 85 (H): 0.219, atom 86 (H): 0.148, atom 87 (H): 0.645, atom 88 (H): 0.478, atom 89 (C): -1.393, atom 90 (H): 0.439, atom 91 (N): 1.213, atom 92 (H): -0.400, atom 93 (H): 0.391, atom 94 (H): -0.078, atom 95 (C): -0.648, atom 96 (H): 0.429, atom 97 (C): -0.993, atom 98 (C): -0.883, atom 99 (B): -0.206

---

Record 2
DFT (wB97M-V/def2-TZVPD) results for 2 unconnected molecules or ions with the total composition C2H4NO3P in a non-equilibrium geometry.

Total charge: -2
HOMO-LUMO gap in eV: 5.81
E_HOMO in eV: 1.5
Multiplicity: 1
Energy relative to the best compared isomer or geometry (same formula, charge and spin) in eV: 1.210

Atoms and positions in Å:
H1 0.40937 -0.48936 -1.50718
O1 -2.08417 -0.64850 -1.14495
C1 1.26855 -0.29520 -0.88082
H2 1.62820 1.23953 2.03025
H3 1.90403 0.50349 -1.35361
C2 0.81180 0.41514 0.39887
P1 -2.21295 -0.18329 0.28734
H4 1.69977 -1.36393 -0.76412
O2 -2.39465 -1.27324 1.29671
N1 1.78393 0.96365 1.04995
O3 -2.81389 1.13170 0.58756

What are the Mulliken partial charges on each atom? They are as follows, in elementary charge units: atom 1 (H): 0.269, atom 2 (O): -0.639, atom 3 (C): -0.941, atom 4 (H): 0.255, atom 5 (H): 0.374, atom 6 (C): 0.047, atom 7 (P): 0.811, atom 8 (H): 0.202, atom 9 (O): -0.654, atom 10 (N): -1.078, atom 11 (O): -0.646

---

Record 3
DFT (wB97M-V/def2-TZVPD) results for a molecular structure, C5H6O3 in a non-equilibrium geometry.

Total charge: 0
HOMO-LUMO gap in eV: 8.71
E_HOMO in eV: -8.1
Multiplicity: 1
Energy relative to the best compared isomer or geometry (same formula, charge and spin) in eV: 3.217

Atoms and positions in Å:
C1 0.25900 -0.12967 0.41565
H1 -2.52948 -0.56456 0.90253
H2 -0.88145 2.17147 -1.49010
O1 -0.50906 0.70109 1.33481
H3 0.93322 -2.06762 -0.10113
O2 -2.36109 -0.10372 0.06906
H4 1.58187 -1.45336 1.42780
C2 0.69717 0.78545 -0.70506
H5 -0.09570 -2.01668 1.34137
O3 1.93028 0.88113 -1.21002
H6 1.93747 1.51989 -1.93542
C3 -0.51340 1.31113 -0.96855
C4 0.69489 -1.49751 0.79596
C5 -1.14372 0.46296 0.12309

What are the Mulliken partial charges on each atom? They are as follows, in elementary charge units: atom 1 (C): 0.508, atom 2 (H): 0.356, atom 3 (H): 0.383, atom 4 (O): -0.494, atom 5 (H): 0.304, atom 6 (O): -0.541, atom 7 (H): 0.293, atom 8 (C): 0.403, atom 9 (H): 0.350, atom 10 (O): -0.504, atom 11 (H): 0.332, atom 12 (C): -1.015, atom 13 (C): -1.186, atom 14 (C): 0.811

---

Record 4
DFT (wB97M-V/def2-TZVPD) results for C5H9NO in the gas phase in a non-equilibrium geometry.

Total charge: 0
SMILES string: C[C@H]1CC/C1=N\O
HOMO-LUMO gap in eV: 10.75
E_HOMO in eV: -9.7
Multiplicity: 1
Energy relative to the best compared isomer or geometry (same formula, charge and spin) in eV: 3.754

Atoms and positions in Å:
H1 2.68001 -0.51712 0.22940
H2 0.77871 -1.76903 -0.83174
H3 -0.79876 -1.26844 1.60264
C1 -0.01382 0.37020 -0.84612
H4 -1.52548 -1.51371 -0.01845
H5 1.56143 0.26461 1.35809
H6 -2.02937 0.88589 0.12208
N1 0.00948 1.10969 -1.88525
H7 -0.54284 1.22883 1.01198
C2 -1.00534 0.54059 0.29735
H8 1.82903 -1.47839 1.45435
C3 0.56110 -0.90089 -0.20152
H9 -1.50663 2.48772 -2.15218
C4 -0.79176 -0.94620 0.56302
O1 -0.93581 2.14277 -1.46095
C5 1.73004 -0.63652 0.75729

What are the Mulliken partial charges on each atom? They are as follows, in elementary charge units: atom 1 (H): 0.341, atom 2 (H): 0.411, atom 3 (H): 0.316, atom 4 (C): 0.307, atom 5 (H): 0.256, atom 6 (H): 0.296, atom 7 (H): 0.292, atom 8 (N): -0.634, atom 9 (H): 0.218, atom 10 (C): -0.460, atom 11 (H): 0.349, atom 12 (C): 0.323, atom 13 (H): 0.288, atom 14 (C): -0.633, atom 15 (O): -0.390, atom 16 (C): -1.280

---

Question: What is the total charge in the fourth record?
Answer: 0

---

Question: The lowest E_HOMO belongs to which entry?
Answer: C48H120B3ClF12N6O6

---

Question: What is the formula in the first record?
Answer: C48H120B3ClF12N6O6